Computed, not measured: an isolated molecule of C10H17NOSi, with wB97M-V/def2-TZVPD.

net charge = 0
calculated total energy = -810.7102 Eh
HOMO-LUMO gap = 9.20 eV
structure (SMILES) = C/C=C(\O[Si](C)(C)C)n1cccc1
energy above the lowest of the compared OMol25 structures with the same formula, charge and spin = 0.00 kJ/mol

Bonds (Å) are listed after each position.
Geometry (Å):
1 C -0.43172 3.03074 1.08694  C2 1.543, H14 1.110, H15 1.096, H16 1.131
2 C 0.84573 2.30054 0.62090  C1 1.543, C3 1.344, H17 1.147
3 C 0.97696 0.96785 0.50538  C2 1.344, O4 1.360, N9 1.425
4 O -0.10836 0.18353 0.74200  C3 1.360, Si5 1.637
5 Si -1.23519 -0.76133 0.02179  O4 1.637, C6 2.029, C7 1.920, C8 1.865
6 C -0.32918 -1.99669 -1.30804  Si5 2.029, H18 1.047, H19 1.113, H20 1.100
7 C -2.35136 -1.75574 1.22712  Si5 1.920, H21 1.093, H22 1.085, H23 1.134
8 C -2.24400 0.45523 -0.96766  Si5 1.865, H24 1.195, H25 1.074, H26 1.059
9 N 2.08599 0.12475 0.20533  C3 1.425, C10 1.349, C13 1.314
10 C 3.00456 0.51713 -0.70149  N9 1.349, C11 1.326, H27 1.120
11 C 4.05927 -0.27163 -0.54992  C10 1.326, C12 1.382, H28 1.023
12 C 3.88320 -1.05619 0.57446  C11 1.382, C13 1.355, H29 1.089
13 C 2.65279 -0.72298 1.03391  N9 1.314, C12 1.355, H30 1.089
14 H -0.88159 3.70240 0.32670  C1 1.110
15 H -0.25151 3.54975 2.03584  C1 1.096
16 H -1.18211 2.23239 1.36907  C1 1.131
17 H 1.77324 2.95383 0.45478  C2 1.147
18 H 0.23532 -2.71290 -0.79434  C6 1.047
19 H -1.16588 -2.33091 -1.96149  C6 1.113
20 H 0.27670 -1.31621 -1.92466  C6 1.100
21 H -2.17221 -2.81027 1.00405  C7 1.093
22 H -1.93969 -1.57795 2.21521  C7 1.085
23 H -3.47578 -1.69116 1.09666  C7 1.134
24 H -2.11316 1.54024 -0.48304  C8 1.195
25 H -2.00949 0.60226 -2.00503  C8 1.074
26 H -3.28211 0.26732 -0.87944  C8 1.059
27 H 2.73326 1.26844 -1.48619  C10 1.120
28 H 4.95957 -0.28166 -1.03628  C11 1.023
29 H 4.55329 -1.85140 0.89812  C12 1.089
30 H 2.05232 -0.96479 1.90920  C13 1.089